The following is a quantum chemistry calculation of C4H13N3 in the gas phase, from OMol25.

Geometry as ORCA input:
```
! RIJCOSX wB97M-V def2-TZVPD def2/J DEFGRID3
* xyz 0 1
C -0.643 -1.889 0.559
C 0.050 -0.752 1.322
N 0.929 -1.189 2.397
C 0.774 0.151 0.325
N -0.124 1.197 -0.170
C 0.199 1.691 -1.506
N -1.040 2.068 -2.198
H -1.455 -2.340 1.146
H -0.985 -1.624 -0.431
H -0.029 -2.798 0.411
H -0.781 -0.161 1.704
H 1.627 -1.810 1.995
H 0.387 -1.666 3.107
H 1.544 0.663 0.919
H 1.353 -0.414 -0.420
H -1.094 0.907 -0.172
H 0.845 1.065 -2.113
H 0.713 2.642 -1.353
H -1.378 1.335 -2.812
H -0.892 2.925 -2.709
*
```

**Relative energy (zero: lowest compared OMol25 entry of this formula, charge and spin)**: 22.0 kcal/mol
**Energy**: -324.43984 Ha
**Gap between HOMO and LUMO**: 9.64 eV
**SMILES**: C[C@@H](N)CNCN


The following is a quantum chemistry calculation of a gas-phase ion, C4H13N3 (charge +1), from OMol25.

Geometry as ORCA input:
```
! RIJCOSX wB97M-V def2-TZVPD def2/J DEFGRID3
* xyz 1 2
C -1.383 -0.751 -0.156
N -0.009 -0.263 -0.241
C 1.003 -1.095 0.432
C 2.364 -0.523 -0.061
N 2.585 0.813 0.447
C -2.414 0.277 -0.695
N -2.080 1.625 -0.199
H -1.496 -1.624 -0.762
H -1.665 -0.773 0.900
H 0.119 0.714 0.065
H 0.834 -1.033 1.505
H 0.982 -2.139 0.105
H 2.150 -0.405 -1.116
H 3.216 -1.161 0.160
H 3.365 1.308 0.022
H 2.953 0.776 1.399
H -2.410 0.281 -1.776
H -3.358 -0.083 -0.278
H -2.197 1.623 0.808
H -2.561 2.436 -0.558
*
```

**Relative energy (zero: lowest compared OMol25 entry of this formula, charge and spin)**: 15.5 kcal/mol
**Energy**: -324.14126 Ha
**Gap between HOMO and LUMO (alpha / beta)**: 11.05 / 5.95 eV
**<S²>**: 0.7542